30
Properties=species:S:1:pos:R:3:forces:R:3 method="wB97M-V/def2-TZVPD" charge=+1 e_tot_ev=-19724.7608 orbital_gap_ev="9.11 / 9.11" relative_energy_ev=4.995 smiles="O=CC/C(=[NH+]/[O-])[N+]1=C2CCC[C@@H]2OCC1"
O 0.3556 -3.8858 -0.5547 -0.6 -0.3 2.0
C 0.9974 -3.3661 -1.3974 -0.4 0.7 -1.0
C 1.4430 -1.9335 -1.4439 1.1 1.0 -1.8
C 1.1242 -1.2214 -0.2173 -0.4 0.2 2.5
N 1.2323 -1.6239 1.0493 0.1 -1.0 0.0
O 0.7244 -0.9813 2.0242 0.7 0.1 0.2
N 0.6140 0.0951 -0.2481 0.8 0.0 1.0
C -0.3850 0.3770 0.5566 -0.2 -1.1 -1.2
C -1.5784 -0.5543 0.8214 0.9 0.7 0.0
C -2.6863 0.4547 1.0735 -1.8 -0.5 0.0
C -2.2801 1.7397 0.3116 -1.1 0.2 0.6
C -0.7778 1.7751 0.6690 -0.5 3.7 0.9
O -0.1635 2.6490 -0.2721 1.1 -0.8 -0.4
C 1.2846 2.5158 -0.3965 -1.9 -2.3 4.8
C 1.6870 1.0510 -0.7019 -2.7 0.7 -2.4
H 1.1658 -3.8829 -2.2929 0.7 -1.0 -1.7
H 0.8911 -1.3822 -2.3249 1.0 -1.2 1.5
H 2.5499 -1.8942 -1.7261 -1.3 -0.1 0.3
H 1.6923 -2.5144 1.4161 -0.6 1.1 -1.5
H -1.3517 -1.1492 1.6983 -0.1 -0.3 -0.1
H -1.7852 -1.1988 -0.0536 0.3 0.3 0.4
H -2.7413 0.7521 2.1389 0.2 -0.3 -0.4
H -3.6763 -0.0731 0.8925 1.0 1.2 -0.2
H -2.1932 1.7542 -0.7724 -0.8 -0.6 -0.3
H -2.9799 2.5999 0.6058 1.7 -0.9 -0.2
H -0.6841 2.2849 1.6701 0.3 -1.1 -0.4
H 1.7095 2.8003 0.6570 -0.3 -0.3 -2.0
H 1.5170 3.1785 -1.1190 1.2 2.1 -2.3
H 1.6747 0.7635 -1.8029 0.6 1.0 1.1
H 2.6202 0.8702 -0.2607 1.2 -0.8 0.7


10
Properties=species:S:1:pos:R:3:forces:R:3 method="wB97M-V/def2-TZVPD" charge=0 e_tot_ev=-8199.5949 orbital_gap_ev=9.39 relative_energy_ev=4.291 smiles="[H]/N=c1/cc[nH]o1"
H -1.6083 -0.6581 -2.0821 -0.4 -0.2 1.1
N -1.9242 -0.7428 -1.0864 2.1 2.1 2.1
C -0.9630 -0.1715 -0.3624 -1.4 -2.2 -7.9
C -0.5265 0.0207 0.9033 1.2 -0.4 2.7
C 0.7960 0.0496 0.9321 2.9 2.7 0.9
N 1.4450 0.0394 -0.2690 -4.2 -1.4 -1.5
O 0.1729 0.1962 -1.2190 2.3 -0.3 2.0
H -0.9916 -0.0008 1.8136 -1.8 0.0 1.7
H 1.4865 0.5058 1.7113 -1.2 -1.5 -0.2
H 2.1132 0.7615 -0.3416 0.5 1.3 -0.8


16
Properties=species:S:1:pos:R:3:forces:R:3 method="wB97M-V/def2-TZVPD" charge=0 e_tot_ev=-15654.1042 orbital_gap_ev=9.20 relative_energy_ev=1.643 smiles="C=C[C@@H]1CC=PC1"
C -1.2992 1.0764 1.1740 -0.8 -0.7 1.0
C -0.4865 0.0215 1.2573 1.5 2.8 0.2
C 0.7350 -0.1098 0.3982 0.8 -2.7 0.0
C 0.6464 0.7723 -0.7947 1.6 -0.8 -0.7
C -0.4217 0.1961 -1.6469 -0.2 -1.7 0.2
P -0.7366 -1.4571 -1.4928 0.5 1.1 -0.1
C 0.5473 -1.6344 -0.1662 2.1 0.0 0.3
H -2.0202 1.0859 1.9945 -0.2 0.5 -0.5
H -1.3513 1.8745 0.4139 0.2 -0.7 0.5
H -0.4937 -0.5843 2.1327 -0.4 -0.6 0.4
H 1.7743 0.1805 0.8407 -1.9 -1.2 0.1
H 1.6325 0.5799 -1.3408 -1.0 0.9 0.5
H 0.5959 1.7617 -0.3519 -0.2 0.6 -1.0
H -0.9263 0.7204 -2.3980 -0.7 1.0 -1.0
H 1.5169 -2.0775 -0.6140 -1.3 0.9 0.4
H 0.2870 -2.4063 0.5939 -0.1 0.8 -0.2


15
Properties=species:S:1:pos:R:3:forces:R:3 method="wB97M-V/def2-TZVPD" charge=0 e_tot_ev=-19669.1364 orbital_gap_ev=9.16 relative_energy_ev=2.466
C -1.1002 0.1578 2.6803 1.9 -0.3 -2.0
C 0.0074 -0.1179 0.5172 2.1 -1.4 -3.6
C -1.2356 -0.7074 0.6154 1.2 2.7 1.0
C 1.4242 0.9575 -1.7446 -0.7 0.1 -2.6
C 1.1604 -0.3163 -1.0606 -1.2 2.5 5.4
N -1.8119 -0.4814 1.8199 -1.4 -0.5 1.1
O -2.0572 -1.0957 -0.3627 -0.3 -1.4 -0.5
S 0.4776 0.5609 1.9961 -0.6 0.1 0.5
H -1.3673 0.4322 3.6594 -0.4 0.1 1.0
H 2.1309 1.5693 -1.2819 1.1 0.9 1.1
H 0.5934 1.5873 -2.0596 -0.4 -0.2 0.4
H 1.8884 0.6765 -2.7132 0.0 0.1 0.3
H 2.1181 -0.6270 -0.6605 -0.4 -1.0 0.0
H 0.4948 -0.9513 -1.5019 -1.0 -2.0 -1.5
H -2.7229 -1.6445 0.0966 0.1 0.4 -0.5


13
Properties=species:S:1:pos:R:3:forces:R:3 method="wB97M-V/def2-TZVPD" charge=+1 e_tot_ev=-76795.5624 orbital_gap_ev="9.38 / 9.38" relative_energy_ev=1.865 smiles=Br[C@H]1[NH2+]CCO1
Br 2.7374 -0.2929 0.1964 -1.8 0.5 -1.4
C 0.7786 0.2909 -1.0086 1.9 0.0 3.2
N -0.0080 -0.9033 -0.5887 3.4 0.0 1.0
C -0.5890 -0.5719 0.6773 -1.9 4.0 1.0
C -0.5930 1.0859 0.6003 -2.3 -1.8 3.0
O 0.2651 1.3298 -0.4222 0.8 1.4 -1.6
H 1.0042 0.5189 -2.0018 0.8 -0.6 -1.6
H 0.6612 -1.6497 -0.3758 0.1 -0.4 -0.9
H -0.7054 -1.1344 -1.2092 -1.9 -1.0 -2.2
H -0.0071 -0.8205 1.5400 0.2 -0.8 0.1
H -1.6087 -0.9086 0.6147 -0.3 -0.4 0.8
H -1.6063 1.4977 0.3920 0.7 -0.4 -0.3
H -0.3290 1.5581 1.5857 0.4 -0.6 -1.1


62
Properties=species:S:1:pos:R:3:forces:R:3 method="wB97M-V/def2-TZVPD" charge=0 multiplicity=6 s2=8.77 e_tot_ev=-146709.0125 orbital_gap_ev="4.13 / 4.34"
Mn 0.0900 -0.7628 -0.7640 0.9 -0.5 1.6
C 4.0283 0.4934 -2.3954 -0.1 -0.2 -0.1
Si 2.9137 -1.0111 -2.1135 -0.7 -0.1 0.5
C 1.4615 -1.0300 -3.3653 0.6 0.0 -0.2
C 3.9605 -2.5721 -2.2992 -0.1 0.3 -0.1
N 1.9974 -0.9244 -0.6427 1.6 -0.2 -1.3
C 2.4936 -0.9523 0.6483 -0.2 0.0 0.5
C 3.8487 -0.9474 0.9844 -0.3 0.0 -0.2
C 4.2631 -0.9403 2.3099 0.1 0.0 0.2
C 3.3171 -0.9584 3.3190 0.2 0.0 0.1
C 1.9631 -0.9964 3.0116 -0.2 0.0 -0.4
C 1.5028 -0.9918 1.6863 0.5 0.0 0.0
N 0.1674 -1.0334 1.2860 -0.7 0.0 0.4
Si -1.0700 -1.0078 2.5140 0.5 -0.1 -0.3
C -1.0142 0.6548 3.4332 -0.2 -0.3 0.1
C -0.9828 -2.5278 3.6514 -0.1 0.3 0.1
C -2.8243 -1.1070 1.8147 0.2 0.1 -0.1
H 4.7096 0.3367 -3.2354 0.0 0.0 0.0
H 4.6359 0.6787 -1.5075 0.0 0.0 0.0
H 3.4507 1.3985 -2.5969 0.0 0.0 0.0
H 1.7338 -1.3737 -4.3674 0.1 0.0 0.0
H 1.0309 -0.0302 -3.4751 -0.1 0.0 0.0
H 0.6858 -1.7185 -3.0132 0.0 0.0 0.0
H 4.4545 -2.5941 -3.2746 0.0 0.0 0.0
H 3.3608 -3.4779 -2.2003 -0.1 0.0 0.0
H 4.7384 -2.6064 -1.5343 0.0 0.0 0.0
H 4.5844 -0.9491 0.1866 0.0 0.0 0.0
H 5.3193 -0.9215 2.5501 0.0 0.0 0.0
H 3.6283 -0.9482 4.3571 0.0 0.0 0.0
H 1.2452 -1.0330 3.8185 0.1 0.0 0.1
H -0.1359 0.7698 4.0673 0.0 0.0 0.0
H -1.9017 0.7924 4.0582 0.0 0.0 0.0
H -0.9954 1.4627 2.6961 0.0 0.0 0.0
H -0.1256 -2.5377 4.3228 0.0 0.0 0.0
H -0.9292 -3.4328 3.0421 0.0 0.0 -0.1
H -1.8860 -2.5939 4.2654 0.0 0.0 0.0
H -3.0967 -0.2237 1.2349 -0.1 0.0 -0.1
H -3.5199 -1.1646 2.6557 0.0 0.0 0.0
H -2.9851 -1.9958 1.2034 0.0 0.0 0.0
Se -5.4643 4.4249 -1.1049 0.0 0.0 0.0
N -5.3895 2.6693 -1.3831 0.1 0.0 0.0
C -4.1344 2.3169 -1.2638 -0.3 0.4 0.0
C -3.6767 0.9517 -1.3971 0.7 -0.3 0.1
C -4.5289 -0.1018 -1.7105 -0.1 -0.1 0.0
C -4.0187 -1.3792 -1.7961 -0.1 0.2 0.1
C -2.6711 -1.5727 -1.5373 0.1 -0.2 0.0
N -1.8275 -0.5900 -1.2391 -1.6 0.8 -0.9
C -2.3091 0.6850 -1.1895 -0.9 -1.0 -0.2
C -1.3695 1.7531 -0.9396 0.9 1.2 0.2
N -0.0613 1.4227 -0.8262 -1.1 0.4 -0.3
C 0.8334 2.3808 -0.6781 0.4 -0.2 0.1
C 0.5032 3.7309 -0.6216 -0.2 0.1 0.0
C -0.8243 4.0883 -0.7062 0.1 0.1 0.0
C -1.7881 3.0950 -0.8607 0.3 -0.7 0.0
C -3.2018 3.3754 -0.9718 -0.4 0.3 0.0
N -3.7127 4.5739 -0.8435 0.0 -0.1 -0.1
H -5.5788 0.1005 -1.8753 0.0 0.0 0.0
H -4.6493 -2.2192 -2.0471 0.0 0.0 0.0
H -2.2501 -2.5706 -1.5658 0.0 0.0 0.0
H 1.8623 2.0461 -0.5966 0.0 0.0 0.0
H 1.2793 4.4742 -0.5122 0.0 0.0 0.0
H -1.1401 5.1223 -0.6663 0.0 0.0 0.0